7
Properties=species:S:1:pos:R:3:forces:R:3:nbo_charge:R:1 method="wB97M-V/def2-TZVPD" relative_energy_kj_mol=109.1 homo_energy_ev="-8.4 / -8.2" e_tot_ev=-85035.7945 spin_multiplicity=1 gap_ha="0.279 / 0.221" charge=0 e_lumo_ev="-0.769 / -2.223"
C -1.617065 -0.644856 0.086195 -1.359 0.293 0.337 0.0026
C -2.861715 -0.728291 0.015998 0.856 0.643 -0.277 -0.2399
C -0.216862 -0.572179 0.162706 0.542 1.705 -1.733 -0.3991
C 0.350246 -1.742473 0.318786 1.707 -0.782 0.279 -0.0051
S -4.442790 -0.499372 -0.152546 0.168 -0.362 0.153 0.1570
Br 0.503204 -3.458364 0.903708 -0.525 0.824 -0.197 0.2292
H 0.379510 0.369216 -0.328958 -1.389 -2.320 1.437 0.2554